Version P
24
Properties=species:S:1:pos:R:3:mulliken_charge:R:1 method="wB97M-V/def2-TZVPD" homo_lumo_gap_ha=0.3456 smiles="Cc1ccccc1.CC(N)=O"
H -0.472 -1.703 -2.979 0.36
C -0.104 -0.874 -1.042 -0.21
C 1.965 -1.591 0.067 0.70
H 3.586 -0.465 0.758 0.27
C 0.733 -0.942 0.050 -0.11
C 3.064 -1.356 1.085 -1.34
H 3.773 -2.169 0.936 0.34
H 2.661 -1.236 2.063 0.43
C 1.391 -2.373 -2.158 -0.57
C 2.322 -2.209 -1.127 -0.47
H 1.651 -2.909 -3.084 0.30
O -1.691 1.698 -0.319 -0.60
C -2.181 2.202 0.677 0.68
H -3.623 3.920 0.691 0.34
H 3.258 -2.702 -1.295 0.30
N -1.520 2.330 1.849 -0.36
C 0.197 -1.688 -2.124 -0.30
H -4.274 2.391 1.250 0.36
H -0.604 1.967 2.034 0.24
H 0.485 -0.286 0.897 0.14
H -2.087 2.746 2.566 0.19
H -1.037 -0.244 -0.880 0.18
C -3.583 2.832 0.545 -1.17
H -3.909 2.659 -0.460 0.30

Version Q
24
Properties=species:S:1:pos:R:3:mulliken_charge:R:1 method="wB97M-V/def2-TZVPD" homo_lumo_gap_ha=0.3378
H -3.426 -1.819 -0.002 0.29
C 1.043 -0.166 0.414 0.25
H 4.191 1.352 -0.421 0.18
H -0.718 -1.740 3.117 0.26
C -1.275 0.253 -0.532 -0.24
H -0.772 -1.252 -2.067 0.38
C 0.743 1.722 -1.059 -0.92
H -3.339 -1.291 -2.049 0.22
H 2.660 -0.366 1.266 0.54
C 2.897 1.215 -0.355 -0.78
H -2.172 0.979 -1.316 0.16
H 0.719 -0.141 3.437 0.25
C 2.343 0.232 0.522 -0.25
C 1.968 1.865 -1.072 0.23
H -0.016 2.295 -2.099 0.09
C 0.125 0.576 -0.353 0.80
C -1.391 -1.180 -1.125 -0.57
H -0.686 -2.160 -0.526 0.15
H 2.321 2.828 -1.632 0.22
C 0.013 -0.669 2.521 -0.62
N -2.839 -1.645 -1.218 -0.55
O 0.577 -1.132 1.308 -0.32
H -1.101 -0.014 2.636 0.20
H -1.863 0.258 0.607 0.03

The calculated energies rank the structures as follows, beginning with the most stable: version P, version Q.

Version P
9
Properties=species:S:1:pos:R:3:mulliken_charge:R:1 method="wB97M-V/def2-TZVPD" homo_lumo_gap_ha=0.3776 smiles=NOCO
H 1.526 0.886 -0.601 0.26
H 0.655 -1.609 -0.029 0.23
C 0.730 -0.594 0.372 -0.01
N -1.481 0.301 -0.433 -0.48
H -1.383 1.276 -0.820 0.23
H -2.364 0.247 -0.001 0.25
H 1.146 -0.524 1.392 0.19
O 1.683 -0.002 -0.474 -0.46
O -0.513 0.018 0.595 -0.21

Version Q
9
Properties=species:S:1:pos:R:3:mulliken_charge:R:1 method="wB97M-V/def2-TZVPD" homo_lumo_gap_ha=0.3591 smiles="C=O.NO"
H -2.129 -1.565 -2.003 0.25
H 1.959 1.814 0.219 0.23
O -0.800 -1.903 -0.535 -0.43
N -1.746 -1.034 -1.137 -0.38
H 1.537 0.017 -0.230 0.26
H -1.267 -0.139 -1.249 0.22
O 0.692 0.808 1.467 -0.40
C 1.432 0.841 0.480 -0.09
H -0.874 -1.761 0.383 0.34

The calculated energies rank the structures as follows, beginning with the most stable: version P, version Q.